No. 1
Computed, not measured: a structure of composition FHNOS, with wB97M-V/def2-TZVPD.

Atoms and positions in Å:
N (-0.0387, -0.5390, 0.4752)
O (-1.1020, -1.1499, 0.6035)
F (0.1223, 0.5962, 1.6794)
S (-0.0949, 0.7289, -1.2728)
H (1.1133, 0.3637, -1.4854)

The molar mass comes out at 82.079 g mol⁻¹. As for the total energy: -628.57821 hartree. The HOMO-LUMO gap (alpha / beta) is 7.52 / 7.52 eV. Its energy above the lowest of the compared OMol25 structures with the same formula, charge and spin is 172.7 kJ/mol. The calculation puts the highest occupied orbital energy (alpha / beta) at -3.33 / -3.33 eV. For the max |F|, the calculation gives 0.08695 hartree/bohr. Its total charge is -1.

In elementary charge units, the Mulliken charges are:
1 N 0.22
2 O -0.38
3 F -0.47
4 S -0.42
5 H 0.05


No. 2
Computed, not measured: a structure of composition FI3Si, with wB97M-V/def2-TZVPD.

Atoms and positions in Å:
F (2.2252, 0.2821, 0.5888)
Si (-1.4345, -0.2252, -1.2528)
I (-2.7910, -1.6932, 0.3010)
I (-2.5924, 1.8647, 0.1016)
I (0.1499, 0.9401, 0.5408)

The molar mass comes out at 427.796 g mol⁻¹. As for the total energy: -1282.43812 hartree. The HOMO-LUMO gap is 7.46 eV. Its energy above the lowest of the compared OMol25 structures with the same formula, charge and spin is 344.3 kJ/mol. The calculation puts the highest occupied orbital energy at -9.46 eV. For the max |F|, the calculation gives 0.04560 hartree/bohr.

In elementary charge units, the Mulliken charges are:
1 F -0.55
2 Si 0.05
3 I -0.06
4 I -0.05
5 I 0.61